A structure of composition C4H8LiO4. Source: OMol25; level of theory: the ωB97M-V functional and the def2-TZVPD basis.

```
17
Properties=species:S:1:pos:R:3
O 0.128 -2.759 1.802
O 1.709 -2.348 0.239
O 0.148 -0.778 0.766
O 1.082 1.702 -0.205
C 0.671 -2.035 1.017
C 0.054 -0.431 -0.623
C -1.265 1.711 0.043
C -0.067 1.106 -0.716
Li -1.956 -0.413 0.277
H -1.357 2.748 -0.178
H 1.729 1.056 0.052
H -1.091 1.575 1.101
H 0.897 -0.722 -1.218
H 2.520 -2.083 0.685
H -0.154 1.365 -1.761
H -2.217 1.231 -0.216
H -0.833 -0.925 -1.065
```

## Properties
- Electronic energy: -12665.96567 eV
- Total charge: +1
- Highest occupied orbital energy: -0.55180 hartree
- Orbital gap: 10.540 eV

Results of the natural (NBO) charge analysis, in e, for atoms 1 through 4: -0.49 -0.70 -0.58 -0.68